--- A ---
ORCA calculation (ωB97M-V/def2-TZVPD) on a cluster of 4 separate species, CH9N3O2 in total.

## Properties
E_LUMO	0.88	eV
orbital gap	9.0	eV
HOMO	-0.298	Ha
molar mass	95.1	g mol⁻¹

The geometry in ORCA input format:
```
! RIJCOSX wB97M-V def2-TZVPD def2/J DEFGRID3
* xyz 0 1
C -1.029 -0.993 -1.132
N -1.249 0.274 -0.980
N 0.224 -1.476 -1.139
H 0.952 -0.910 -0.712
H -2.217 0.552 -1.076
H -0.344 0.901 -0.018
H 0.357 -2.468 -1.086
H -1.800 -1.691 -1.470
H -0.298 -0.423 1.593
N 0.547 1.030 0.821
O 0.684 2.277 1.456
O 1.787 0.670 0.189
H 1.964 1.329 -0.506
H 1.077 2.096 2.325
H -0.655 -1.169 1.734
*
```

Here are the Löwdin charges for atoms 1 to 4, given in e: C -0.332; N 0.047; N 0.115; H 0.065

--- B ---
ORCA calculation (ωB97M-V/def2-TZVPD) on a cluster of 3 separate species, CH9N3O2 in total.

## Properties
E_LUMO	0.56	eV
orbital gap	9.2	eV
SMILES	N=C(N)N.O.O
HOMO	-0.316	Ha
molar mass	95.1	g mol⁻¹

The geometry in ORCA input format:
```
! RIJCOSX wB97M-V def2-TZVPD def2/J DEFGRID3
* xyz 0 1
N -0.970 -0.916 -0.855
C -0.431 -1.647 0.209
N -0.108 -2.936 -0.012
N -0.380 -1.062 1.459
H -1.265 -1.381 -1.807
H -1.633 -0.257 -0.627
H -0.211 -3.499 -0.817
H 0.127 -3.468 0.968
H -0.907 -0.127 1.665
H 1.143 3.047 -1.202
H 2.704 3.284 -1.411
O 1.993 2.576 -1.555
H 0.406 1.689 1.893
H -0.560 2.196 0.702
O 0.092 2.500 1.392
*
```

Here are the Löwdin charges for atoms 1 to 4, given in e: N 0.077; C -0.605; N 0.093; N 0.003

The most stable of them is B.

--- A ---
ORCA calculation (ωB97M-V/def2-TZVPD) on a cluster of 19 separate species, H38O19 in total.

## Properties
E_LUMO	-0.45	eV
orbital gap	9.9	eV
HOMO	-0.381	Ha
molar mass	342.3	g mol⁻¹

The geometry in ORCA input format:
```
! RIJCOSX wB97M-V def2-TZVPD def2/J DEFGRID3
* xyz 0 1
O -2.292 -4.175 -2.500
H -2.598 -3.280 -2.644
H -2.989 -4.728 -2.854
O 1.658 -0.748 -2.640
H 0.825 -1.189 -2.808
H 1.735 -0.737 -1.685
O 3.105 4.900 2.882
H 2.837 4.958 3.799
H 2.916 3.995 2.634
O 2.487 2.330 3.083
H 3.290 1.847 2.886
H 1.965 2.264 2.284
O 1.213 -0.833 6.113
H 1.490 -1.221 5.283
H 1.452 0.091 6.039
O 0.411 0.381 0.773
H -0.147 -0.244 0.310
H -0.148 1.145 0.912
O 2.114 1.161 -4.499
H 2.460 2.021 -4.259
H 2.133 0.659 -3.684
O 0.001 -2.718 -2.692
H -0.620 -3.145 -2.103
H 0.551 -3.430 -3.019
O 3.151 -3.118 -0.978
H 2.797 -3.752 -1.601
H 3.982 -2.840 -1.363
O -4.201 -1.513 -1.338
H -4.847 -0.958 -0.899
H -3.914 -2.127 -0.662
O -1.762 -0.071 -1.033
H -2.157 0.793 -0.918
H -2.468 -0.613 -1.386
O -3.596 -3.805 0.513
H -3.528 -3.998 -0.422
H -3.816 -4.645 0.916
O -0.939 4.275 3.768
H -0.917 4.363 4.721
H -0.018 4.244 3.509
O -4.428 1.538 1.139
H -5.173 0.947 1.254
H -4.648 2.052 0.362
O -0.709 1.520 -4.156
H -0.825 1.645 -5.097
H 0.212 1.726 -3.998
O 3.030 1.213 0.032
H 2.154 0.869 0.203
H 3.613 0.467 0.172
O 4.886 3.644 0.691
H 4.086 3.131 0.806
H 4.612 4.550 0.834
O -0.807 -5.687 -0.414
H -1.610 -5.418 -0.860
H -0.146 -5.063 -0.712
O -1.664 2.381 1.515
H -1.710 3.049 2.199
H -2.488 1.900 1.593
*
```

Here are the Löwdin charges for atoms 1 to 4, given in e: O -0.036; H 0.050; H 0.074; O -0.052

--- B ---
ORCA calculation (ωB97M-V/def2-TZVPD) on a cluster of 19 separate species, H38O19 in total.

## Properties
E_LUMO	-0.51	eV
orbital gap	9.7	eV
HOMO	-0.374	Ha
molar mass	342.3	g mol⁻¹

The geometry in ORCA input format:
```
! RIJCOSX wB97M-V def2-TZVPD def2/J DEFGRID3
* xyz 0 1
O 2.896 0.451 -4.153
H 2.093 1.055 -3.878
H 3.799 0.397 -3.595
O 1.011 -2.195 -3.388
H 1.626 -1.325 -3.294
H 0.611 -1.775 -4.220
O 0.753 2.689 2.509
H 1.389 2.835 1.686
H 1.469 2.269 3.077
O -4.303 -0.293 1.283
H -4.495 0.598 1.087
H -4.952 -0.562 1.974
O 0.454 -1.901 3.131
H 0.035 -2.812 2.962
H -0.332 -1.412 2.852
O 3.810 0.788 -0.887
H 3.380 0.168 -0.493
H 3.264 1.469 -1.241
O -1.615 1.384 3.595
H -0.698 1.605 3.608
H -1.662 0.385 3.521
O -0.185 -5.001 1.744
H 0.765 -4.973 1.336
H -0.403 -4.083 1.734
O -0.154 -1.719 -0.418
H -0.776 -1.017 -0.605
H -0.251 -2.337 -1.244
O -2.165 -1.025 3.215
H -2.552 -1.216 2.392
H -2.379 -1.798 3.818
O -1.836 0.700 -4.490
H -2.679 0.776 -4.090
H -1.372 0.746 -3.638
O 1.437 0.245 -1.102
H 0.895 -0.537 -0.857
H 0.995 0.847 -0.285
O -2.272 -2.644 -0.856
H -2.632 -2.374 0.048
H -2.969 -3.100 -1.340
O -3.711 2.968 1.261
H -3.446 3.035 0.429
H -3.051 2.560 1.754
O 1.192 3.653 -0.318
H 1.013 4.539 0.195
H 1.885 3.897 -0.757
O 0.696 2.921 -3.544
H -0.203 3.382 -3.379
H 1.285 3.406 -2.874
O 3.006 -3.706 -0.447
H 3.754 -3.295 -1.025
H 2.607 -2.863 0.035
O -0.840 1.223 0.810
H -0.185 1.794 1.139
H -1.514 1.142 1.365
O 2.682 0.314 1.157
H 2.055 0.165 1.971
H 2.773 -0.440 0.729
*
```

Here are the Löwdin charges for atoms 1 to 4, given in e: O -0.174; H 0.060; H 0.112; O -0.146

The most stable of them is A.

--- A ---
ORCA calculation (ωB97M-V/def2-TZVPD) on an isolated molecule of C6H8BrNO.

## Properties
E_LUMO (alpha / beta)	0.25 / 0.25	eV
orbital gap (alpha / beta)	8.0 / 8.0	eV
HOMO (alpha / beta)	-0.285 / -0.285	Ha
molar mass	190.0	g mol⁻¹

The geometry in ORCA input format:
```
! RIJCOSX wB97M-V def2-TZVPD def2/J DEFGRID3
* xyz 0 1
C 0.137 -1.686 -0.046
C -1.484 0.079 -0.190
C -0.753 1.401 -0.117
C -0.589 -0.790 0.809
C 1.440 0.303 -0.638
C 0.653 1.066 0.420
N 0.456 -2.813 -0.326
O 0.355 0.069 1.410
Br 3.225 0.186 -0.174
H -2.523 0.079 0.244
H -1.409 -0.290 -1.128
H -0.657 1.936 -1.064
H -1.133 1.952 0.764
H -1.281 -1.071 1.672
H 1.213 0.823 -1.496
H 1.173 1.879 0.904
H 1.175 -3.122 -1.044
*
```

Here are the Löwdin charges for atoms 1 to 4, given in e: C -0.088; C -0.101; C -0.131; C -0.315

--- B ---
ORCA calculation (ωB97M-V/def2-TZVPD) on an isolated molecule of C6H8BrNO.

## Properties
E_LUMO	0.37	eV
orbital gap	10.6	eV
SMILES	C[C@]1(O)C[C@](Br)(C#N)C1
HOMO	-0.375	Ha
molar mass	190.0	g mol⁻¹

The geometry in ORCA input format:
```
! RIJCOSX wB97M-V def2-TZVPD def2/J DEFGRID3
* xyz 0 1
C -0.512 -0.689 -2.058
C -1.144 0.662 0.049
C 0.102 -1.140 0.345
C -0.976 -0.708 -0.694
C 0.152 0.335 0.719
C 1.392 0.891 0.054
N -0.258 -0.640 -3.196
O 0.179 0.557 2.055
Br -2.599 -1.836 -0.669
H -1.044 1.604 -0.676
H -2.086 0.599 0.711
H -0.231 -1.836 1.214
H 0.872 -1.607 -0.111
H 2.249 0.310 0.150
H 1.684 1.774 0.647
H 1.144 1.018 -0.924
H 1.078 0.706 2.385
*
```

Here are the Löwdin charges for atoms 1 to 4, given in e: C -0.277; C -0.065; C -0.085; C -0.767

The most stable of them is B.

--- A ---
ORCA calculation (ωB97M-V/def2-TZVPD) on an isolated molecule of C17H21N5O2S.

## Properties
E_LUMO	0.54	eV
orbital gap	8.9	eV
SMILES	Cc1cccc(C(=O)N[C@H](C)/C=C/C(=O)N[C@H](C)c2nncs2)c1N
HOMO	-0.306	Ha
molar mass	359.5	g mol⁻¹

The geometry in ORCA input format:
```
! RIJCOSX wB97M-V def2-TZVPD def2/J DEFGRID3
* xyz 0 1
C 4.159 -5.648 1.260
C 4.043 -4.221 0.810
C 5.073 -3.597 0.130
C 4.988 -2.263 -0.255
C 3.837 -1.559 0.025
C 2.763 -2.164 0.684
C 1.509 -1.392 0.931
O 0.767 -1.602 1.884
N 1.226 -0.426 0.012
C 0.012 0.392 0.049
C -0.073 1.242 1.316
C -1.218 -0.456 -0.128
C -2.110 -0.262 -1.089
C -3.316 -1.129 -1.190
O -3.518 -2.090 -0.465
N -4.193 -0.780 -2.170
C -5.444 -1.501 -2.352
C -5.940 -1.327 -3.778
C -6.474 -1.047 -1.343
N -7.517 -0.351 -1.666
N -8.300 -0.029 -0.594
C -7.821 -0.503 0.509
S -6.360 -1.382 0.345
C 2.867 -3.502 1.101
N 1.897 -4.126 1.888
H 3.954 -5.730 2.329
H 3.439 -6.293 0.748
H 5.155 -6.039 1.058
H 5.976 -4.159 -0.077
H 5.819 -1.782 -0.752
H 3.776 -0.511 -0.240
H 1.729 -0.460 -0.857
H 0.092 1.063 -0.809
H -0.919 1.924 1.240
H -0.201 0.615 2.195
H 0.840 1.827 1.432
H -1.374 -1.257 0.586
H -1.987 0.532 -1.820
H -4.074 0.093 -2.657
H -5.220 -2.550 -2.156
H -6.867 -1.877 -3.927
H -6.148 -0.279 -3.993
H -5.186 -1.699 -4.471
H -8.304 -0.349 1.462
H 1.534 -4.982 1.491
H 1.144 -3.493 2.130
*
```

Here are the Löwdin charges for atoms 1 to 4, given in e: C -0.052; C -0.219; C -0.045; C -0.086

--- B ---
ORCA calculation (ωB97M-V/def2-TZVPD) on an isolated molecule of C17H21N5O2S.

## Properties
E_LUMO	0.64	eV
orbital gap	8.6	eV
SMILES	Cc1cccc(C(=O)N[C@H](C)/C=C/C(=O)N[C@H](C)c2nncs2)c1N
HOMO	-0.292	Ha
molar mass	359.5	g mol⁻¹

The geometry in ORCA input format:
```
! RIJCOSX wB97M-V def2-TZVPD def2/J DEFGRID3
* xyz 0 1
C 1.215 -4.254 -4.918
C 1.492 -4.169 -3.445
C 2.588 -4.792 -2.889
C 2.843 -4.749 -1.519
C 1.991 -4.031 -0.712
C 0.881 -3.356 -1.233
C 0.018 -2.520 -0.356
O -1.136 -2.214 -0.646
N 0.582 -2.094 0.810
C -0.101 -1.212 1.759
C -1.361 -1.854 2.339
C -0.397 0.130 1.148
C 0.029 1.277 1.660
C -0.324 2.572 1.020
O -0.954 2.660 -0.020
N 0.148 3.677 1.670
C -0.259 5.005 1.238
C 0.734 6.048 1.726
C -1.657 5.302 1.731
N -1.893 5.732 2.930
N -3.223 5.889 3.188
C -3.954 5.567 2.170
S -3.075 5.033 0.802
C 0.596 -3.458 -2.611
N -0.527 -2.911 -3.160
H 0.245 -4.717 -5.114
H 1.206 -3.265 -5.387
H 1.979 -4.845 -5.421
H 3.256 -5.344 -3.542
H 3.689 -5.275 -1.100
H 2.167 -4.014 0.356
H 1.582 -2.146 0.884
H 0.612 -1.065 2.574
H -1.762 -1.219 3.129
H -2.118 -1.981 1.569
H -1.120 -2.829 2.761
H -1.004 0.145 0.250
H 0.640 1.300 2.559
H 0.450 3.578 2.627
H -0.277 4.974 0.149
H 0.444 7.038 1.375
H 0.755 6.076 2.815
H 1.729 5.816 1.348
H -5.031 5.632 2.187
H -0.561 -2.750 -4.149
H -1.138 -2.388 -2.552
*
```

Here are the Löwdin charges for atoms 1 to 4, given in e: C -0.056; C -0.218; C -0.049; C -0.093

The most stable of them is B.

--- A ---
ORCA calculation (ωB97M-V/def2-TZVPD) on an isolated molecule of C3H3N3S.

## Properties
E_LUMO	-0.43	eV
orbital gap	8.7	eV
SMILES	C1=NN=CSN=C1
HOMO	-0.336	Ha
molar mass	113.1	g mol⁻¹

The geometry in ORCA input format:
```
! RIJCOSX wB97M-V def2-TZVPD def2/J DEFGRID3
* xyz 0 1
C 0.870 -1.217 0.468
C -1.634 0.295 -0.335
C -0.829 1.328 0.382
H 1.501 -1.535 1.286
H -2.657 0.776 -0.653
H -1.389 2.028 1.000
N -0.421 -1.478 0.408
N -1.397 -0.968 -0.414
N 0.474 1.453 0.434
S 1.345 0.204 -0.483
*
```

Here are the Löwdin charges for atoms 1 to 4, given in e: C -0.412; C -0.174; C -0.240; H 0.066

--- B ---
ORCA calculation (ωB97M-V/def2-TZVPD) on an isolated molecule of C3H3N3S.

## Properties
E_LUMO	-1.30	eV
orbital gap	7.9	eV
SMILES	SN=C1N=CC=N1
HOMO	-0.338	Ha
molar mass	113.1	g mol⁻¹

The geometry in ORCA input format:
```
! RIJCOSX wB97M-V def2-TZVPD def2/J DEFGRID3
* xyz 0 1
C -0.172 0.189 -0.422
C 0.472 -0.762 1.365
C -0.635 -1.522 0.739
H 0.267 2.837 -2.557
H 0.968 -0.991 2.283
H -1.111 -2.428 1.105
N -0.283 1.017 -1.397
N 0.753 0.268 0.647
N -1.030 -0.937 -0.336
S 0.772 2.328 -1.426
*
```

Here are the Löwdin charges for atoms 1 to 4, given in e: C -0.570; C -0.101; C -0.115; H -0.143

--- C ---
ORCA calculation (ωB97M-V/def2-TZVPD) on a structure of composition C3H3N3S.

## Properties
E_LUMO	-1.11	eV
orbital gap	8.0	eV
HOMO	-0.336	Ha
molar mass	113.1	g mol⁻¹

The geometry in ORCA input format:
```
! RIJCOSX wB97M-V def2-TZVPD def2/J DEFGRID3
* xyz 0 1
C 0.073 -0.982 -0.362
C 1.341 0.463 0.290
C -0.819 0.307 -0.092
H -1.314 -1.999 -0.516
H 2.235 1.009 0.691
H -0.210 2.143 0.475
N -0.315 -2.133 -0.582
N 1.392 -0.651 -0.096
N 0.089 1.088 0.445
S -2.474 0.755 -0.252
*
```

Here are the Löwdin charges for atoms 1 to 4, given in e: C -0.412; C -0.227; C -0.719; H 0.048

--- D ---
ORCA calculation (ωB97M-V/def2-TZVPD) on an isolated molecule of C3H3N3S.

## Properties
E_LUMO	-1.21	eV
orbital gap	7.6	eV
HOMO	-0.323	Ha
molar mass	113.1	g mol⁻¹

The geometry in ORCA input format:
```
! RIJCOSX wB97M-V def2-TZVPD def2/J DEFGRID3
* xyz 0 1
C -0.393 -0.335 0.033
C -0.924 1.005 0.038
C 1.084 -0.316 0.073
N -1.205 -1.286 -0.159
N -1.876 1.718 0.095
N 1.746 -1.382 0.134
S 1.592 1.376 -0.101
H -0.766 -2.201 -0.218
H -2.012 2.707 0.004
H 2.754 -1.285 0.101
*
```

Here are the Löwdin charges for atoms 1 to 4, given in e: C -0.435; C -0.151; C -0.852; N 0.222

The most stable of them is B.